[1]
A molecular structure, C33H27FN5O12P3Ti in a non-equilibrium geometry. Source: the OMol25 dataset; level of theory: ωB97M-V with the def2-TZVPD basis set.

Its total charge is -1. The gap between HOMO and LUMO (spin up / spin down) comes out at 5.77 / 8.29 eV. As for the multiplicity: 2. Its expectation value of S² is 0.776.

Element x y z (Å)
Ti (1.2546, 0.8204, 0.5055)
C (-2.3060, 1.9886, 2.0419)
C (-1.1812, 1.7588, 3.0487)
O (-1.6224, 2.0237, 4.3882)
P (0.2440, 2.8866, 2.7265)
O (0.7363, 3.3822, 4.1277)
O (-0.2089, 4.1525, 1.9636)
O (1.3285, 2.1862, 1.9190)
P (-0.6200, 0.0116, 2.9832)
O (0.6637, 0.1682, 3.9557)
O (-1.6169, -0.8956, 3.5839)
O (-0.1455, -0.1975, 1.5485)
H (-2.6355, 3.0272, 2.0814)
H (-3.1394, 1.3356, 2.3086)
H (-1.9941, 1.7341, 1.0282)
H (-2.0575, 1.2090, 4.6850)
H (0.6256, 2.6758, 4.7893)
H (-0.0384, 4.0135, 0.9572)
H (0.9431, -0.6680, 4.3518)
C (2.0429, -3.4174, -4.8008)
C (0.7033, -3.3993, -4.4505)
C (0.3035, -2.8226, -3.2507)
C (1.2466, -2.2617, -2.3948)
C (2.5936, -2.2821, -2.7544)
C (2.9876, -2.8570, -3.9506)
P (0.7788, -1.5300, -0.7885)
C (-0.9850, -1.9530, -0.6029)
C (-1.4550, -2.8472, 0.3536)
C (-2.8160, -3.0759, 0.4953)
C (-3.7217, -2.4193, -0.3238)
C (-3.2651, -1.5148, -1.2730)
C (-1.9051, -1.2741, -1.4004)
C (1.6928, -2.6211, 0.3524)
C (1.6644, -3.9841, 0.2300)
C (2.4542, -4.7998, 1.0668)
C (3.2889, -4.2210, 1.9789)
C (3.3716, -2.8123, 2.1043)
C (4.2851, -2.2085, 3.0093)
C (4.3812, -0.8526, 3.0758)
C (3.5446, -0.0351, 2.2730)
C (2.6202, -0.5598, 1.4112)
C (2.5508, -1.9881, 1.2968)
H (2.3532, -3.8561, -5.7409)
H (-0.0410, -3.8302, -5.1085)
H (-0.7459, -2.8200, -2.9875)
H (3.3323, -1.8265, -2.1072)
H (4.0315, -2.8370, -4.2306)
H (-0.7635, -3.3422, 1.0199)
H (-3.1645, -3.7580, 1.2601)
H (-4.7842, -2.5958, -0.2097)
H (-3.9598, -0.9655, -1.8920)
H (-1.5651, -0.5369, -2.1176)
H (1.0437, -4.4428, -0.5316)
H (2.4089, -5.8767, 0.9668)
H (3.9212, -4.8353, 2.6107)
H (4.9138, -2.8448, 3.6220)
H (5.0946, -0.3892, 3.7474)
H (3.6368, 1.0412, 2.3797)
O (2.4622, 1.2483, -0.7063)
N (3.2878, 0.6718, -1.6441)
C (2.9596, 1.1095, -2.8964)
C (1.8843, 1.9426, -3.2457)
N (1.0044, 2.6382, -3.5349)
C (3.8641, 0.7018, -3.9144)
N (4.6155, 0.3601, -4.7228)
F (-3.8352, 6.1392, 0.7761)
C (-3.8422, 4.9868, 0.1048)
C (-2.8121, 4.5944, -0.6446)
N (-2.8112, 3.4102, -1.3525)
C (-1.5849, 3.0081, -2.0670)
C (-0.5248, 2.6909, -1.0183)
O (0.0404, 3.6534, -0.4619)
O (-0.4151, 1.4684, -0.6769)
C (-3.8999, 2.5664, -1.3412)
O (-3.9686, 1.5265, -1.9566)
N (-4.9478, 3.0043, -0.5384)
C (-5.0408, 4.1569, 0.2257)
O (-6.0196, 4.4210, 0.8874)
H (-1.9086, 5.1837, -0.7246)
H (-1.2484, 3.8284, -2.6936)
H (-1.8210, 2.1462, -2.6777)
H (-5.7424, 2.3824, -0.5077)

Forces on the atoms, in the same order (eV/Å):
0.2255 -0.4608 -0.6652
-0.0742 -0.0311 0.0318
0.0112 0.1177 0.1537
0.0030 -0.0127 -0.0481
-0.0013 -0.3219 -0.5479
0.1447 -0.1419 0.2016
0.0029 0.0994 0.3690
-0.4136 0.2592 0.3425
0.2525 -0.0697 -0.1806
0.1543 -0.0510 0.1447
-0.1433 0.1257 -0.0948
-0.2602 -0.0020 0.5434
-0.0085 -0.0080 0.0133
0.0039 0.0004 -0.0125
0.0352 -0.0063 0.0155
-0.0073 0.0229 0.0108
-0.0592 0.1698 -0.0512
-0.0453 -0.0154 -0.0332
-0.0369 0.0785 -0.0921
0.0268 -0.0019 -0.0322
-0.0167 0.0221 0.0498
0.0141 -0.0580 -0.1010
-0.1922 0.0292 -0.0530
0.0308 0.0379 -0.0135
-0.0172 0.0445 -0.0041
-0.0001 0.1149 0.3922
0.0023 -0.0640 -0.0002
-0.0102 0.0287 0.0245
0.0242 0.0081 -0.0273
-0.0045 0.0046 -0.0049
0.0276 -0.0063 0.0443
-0.0503 0.0400 -0.0243
0.0245 0.1114 -0.0518
0.0385 -0.1462 0.0197
-0.0715 0.0835 -0.0722
0.0309 0.0531 0.0253
0.1030 -0.1072 0.1113
-0.0394 -0.0712 -0.0508
-0.0485 0.0853 -0.0519
0.0828 0.0555 0.1068
-0.2529 -0.3093 -0.1826
-0.0091 0.1678 0.0274
0.0038 -0.0016 0.0007
0.0054 -0.0059 -0.0084
0.0463 -0.0142 -0.0084
0.0086 0.0111 0.0351
0.0342 -0.0056 -0.0083
0.0359 -0.0246 0.0068
-0.0050 0.0030 0.0064
-0.0050 -0.0022 -0.0035
-0.0112 0.0108 -0.0083
0.0373 0.0145 0.0040
-0.0156 -0.0065 0.0091
0.0024 -0.0081 -0.0050
0.0033 0.0020 0.0077
-0.0019 -0.0068 0.0019
-0.0026 0.0068 0.0052
0.0029 -0.0082 -0.0023
0.4639 -0.4867 -0.8535
-0.5856 0.7844 0.3646
0.5860 -0.2638 0.1598
-0.0981 0.0634 0.1354
-0.0732 -0.0030 0.0011
-0.0915 0.0106 0.0195
-0.0307 -0.0271 -0.0218
0.0692 0.1314 0.0392
-0.3110 -0.3885 -0.0422
0.1998 0.1159 -0.0574
0.0898 0.0251 -0.0329
-0.0796 0.1020 -0.0524
-0.2736 -0.5217 0.3264
0.0033 0.0862 -0.2986
0.3563 0.4550 0.0186
-0.0302 0.0172 0.2094
-0.0231 -0.0259 -0.0986
0.0507 -0.1336 -0.1164
0.1443 0.3601 0.0422
-0.0246 -0.0988 -0.0172
-0.0105 -0.0068 0.0048
0.0437 0.0064 -0.0170
0.0173 -0.0339 0.0214
-0.0080 -0.0076 0.0009

***

[2]
A molecular structure, C33H27GeI2N3OOsSe in a non-equilibrium geometry. Source: the OMol25 dataset; level of theory: ωB97M-V with the def2-TZVPD basis set.

The gap between HOMO and LUMO comes out at 6.76 eV. As for the multiplicity: 1.

Element x y z (Å)
Os (-1.0610, -0.2814, -1.2020)
I (5.8023, -3.4909, -0.2671)
C (4.1834, -2.1821, -0.3916)
C (4.3692, -0.8892, -0.8504)
C (3.2812, -0.0429, -0.9491)
I (3.6331, 1.9335, -1.5192)
C (1.9619, -0.4422, -0.6328)
O (0.9512, 0.4018, -0.8566)
C (1.8355, -1.7375, -0.0621)
C (0.5451, -2.2510, 0.5479)
N (-0.3460, -1.0999, 0.6898)
C (-1.5051, -1.0824, 1.5776)
C (-1.9514, 0.3658, 1.5468)
C (-2.5165, 0.9928, 2.6380)
C (-2.8106, 2.3471, 2.5620)
C (-2.5051, 3.0340, 1.4027)
C (-1.9407, 2.3455, 0.3428)
N (-1.6842, 1.0365, 0.4033)
C (2.9317, -2.5852, 0.0244)
H (5.3540, -0.5365, -1.1227)
H (0.7599, -2.6809, 1.5316)
H (0.0718, -3.0117, -0.0735)
H (0.2538, -0.3279, 0.9804)
H (-1.2548, -1.3749, 2.6017)
H (-2.2761, -1.7533, 1.1958)
H (-2.7095, 0.4274, 3.5393)
H (-3.2566, 2.8568, 3.4056)
H (-2.6941, 4.0928, 1.3002)
H (-1.6899, 2.8394, -0.5845)
H (2.7952, -3.5786, 0.4351)
Se (0.8789, -3.9855, -3.8280)
C (0.1969, -2.6540, -2.8918)
N (-0.2268, -1.7613, -2.2719)
C (-2.6671, -0.4265, -1.8544)
Ge (-1.1139, 1.0068, -3.4152)
C (-2.5125, 0.4546, -4.6778)
C (-3.7946, 0.9961, -4.7714)
C (-4.7265, 0.4848, -5.6657)
C (-4.3940, -0.5927, -6.4732)
C (-3.1288, -1.1552, -6.3830)
C (-2.1966, -0.6344, -5.4960)
C (0.5291, 0.8235, -4.4691)
C (1.6693, 0.1571, -4.0402)
C (2.8100, 0.1058, -4.8317)
C (2.8206, 0.7285, -6.0679)
C (1.6867, 1.3976, -6.5149)
C (0.5503, 1.4403, -5.7233)
C (-1.1886, 2.8887, -2.8659)
C (-0.0077, 3.3567, -2.2849)
C (0.0587, 4.6233, -1.7238)
C (-1.0593, 5.4503, -1.7387)
C (-2.2337, 5.0076, -2.3302)
C (-2.2950, 3.7351, -2.8913)
H (-3.5883, -0.3303, -2.4205)
H (-4.0836, 1.8302, -4.1440)
H (-5.7122, 0.9286, -5.7305)
H (-5.1202, -0.9946, -7.1682)
H (-2.8643, -2.0018, -7.0038)
H (-1.2104, -1.0822, -5.4407)
H (1.6648, -0.3390, -3.0837)
H (3.6860, -0.4236, -4.4746)
H (3.7064, 0.6915, -6.6895)
H (1.6912, 1.8827, -7.4831)
H (-0.3319, 1.9577, -6.0869)
H (0.8609, 2.7143, -2.2439)
H (0.9823, 4.9616, -1.2695)
H (-1.0104, 6.4405, -1.3028)
H (-3.1023, 5.6540, -2.3620)
H (-3.2202, 3.4143, -3.3508)

Forces on the atoms, in the same order (eV/Å):
-1.0777 0.0584 -0.6319
-0.0086 0.0108 -0.0081
0.0443 -0.0517 0.0158
0.0080 0.0470 -0.0120
-0.1469 0.0463 0.0376
-0.0207 -0.0173 0.0123
-0.0599 0.1046 -0.0158
0.3404 -0.1967 0.0536
0.0751 0.0004 -0.0532
-0.0476 -0.0382 0.0038
-0.0952 0.0305 0.0347
-0.0076 0.0382 0.0116
-0.0222 -0.0274 0.0250
-0.0001 0.0172 -0.0092
-0.0015 -0.0081 -0.0091
-0.0056 0.0115 0.0073
-0.0054 0.0012 -0.0466
-0.0595 -0.0189 -0.0148
0.0057 -0.0088 0.0086
-0.0048 0.0042 -0.0069
0.0015 -0.0171 -0.0059
-0.0284 -0.0080 0.0060
-0.0062 0.0134 -0.0190
-0.0025 -0.0103 0.0011
-0.0057 0.0092 -0.0028
0.0048 -0.0056 -0.0014
0.0037 0.0008 0.0025
0.0020 -0.0020 -0.0015
-0.0288 -0.0236 0.0550
-0.0150 0.0010 0.0043
-0.0013 -0.0093 0.0325
0.0327 0.0427 -0.0285
-0.0422 -0.0101 -0.1286
1.0761 0.1764 0.5459
0.1937 0.0366 0.1268
0.0357 -0.0821 -0.0450
0.0163 0.0154 0.0011
-0.0068 0.0032 0.0057
-0.0076 -0.0109 -0.0049
0.0137 -0.0031 0.0105
-0.0771 0.0334 0.0060
0.0342 -0.0223 0.0675
-0.0368 -0.0579 -0.0311
-0.0104 -0.0207 -0.0041
0.0017 0.0109 -0.0264
0.0195 -0.0009 -0.0085
-0.0361 0.0373 0.0792
0.0155 0.0020 -0.1475
-0.0650 0.1430 0.0180
-0.0083 0.0274 0.0141
0.0321 0.0052 0.0074
-0.0044 -0.0325 -0.0221
0.0009 0.0342 0.0083
-0.0816 -0.2089 0.1134
-0.0307 -0.0233 -0.0086
-0.0017 0.0005 0.0001
0.0018 0.0000 -0.0033
0.0040 -0.0001 0.0015
0.0107 -0.0105 -0.0141
0.0584 -0.0193 0.0096
-0.0313 0.0078 -0.0170
0.0020 -0.0009 0.0030
-0.0155 -0.0015 -0.0004
0.0051 0.0135 -0.0174
0.0783 -0.0657 0.0011
-0.0064 0.0031 -0.0086
-0.0002 -0.0023 0.0010
-0.0013 -0.0040 0.0003
-0.0029 0.0329 0.0224

***

[3]
A molecular structure, C33H28BCo2F3O8S in a non-equilibrium geometry. Source: the OMol25 dataset; level of theory: ωB97M-V with the def2-TZVPD basis set.

The gap between HOMO and LUMO comes out at 7.66 eV. As for the multiplicity: 1.

Element x y z (Å)
C (-3.2255, 4.8354, 0.8651)
C (-2.6330, 3.4689, 0.9734)
C (-2.9154, 2.4786, 1.8965)
C (-2.0673, 1.3666, 1.7759)
C (-0.8291, 1.5656, 1.2286)
B (-0.7106, 0.3747, -1.7726)
C (0.6590, 1.0889, -1.9375)
C (1.2885, 2.0998, -1.1984)
C (2.5360, 2.5715, -1.5661)
C (3.1846, 1.9721, -2.6350)
C (4.6107, 2.2720, -2.9605)
F (5.2677, 1.1101, -3.2780)
F (4.7389, 3.1288, -4.0035)
F (5.2812, 2.8145, -1.8945)
C (2.5498, 1.0460, -3.4352)
C (1.2942, 0.5878, -3.0805)
O (-0.9952, -0.7773, -0.9864)
C (-2.3479, -1.1634, -1.3349)
C (-2.1994, -2.5610, -1.9210)
C (-3.2109, -1.3072, -0.1093)
C (-2.8688, -0.0260, -2.3071)
C (-3.0506, -0.4959, -3.7381)
C (-4.0652, 0.7724, -1.8259)
O (-1.7877, 0.9436, -2.3992)
S (-1.3353, 2.8846, -0.0220)
H (-3.6170, 5.2219, 1.8285)
H (-2.4788, 5.5577, 0.4532)
H (-4.0834, 4.8483, 0.1594)
H (-3.6619, 2.5128, 2.6434)
H (-2.3550, 0.3473, 2.1457)
H (0.8933, 2.5375, -0.2864)
H (3.0659, 3.3385, -1.0100)
H (3.0453, 0.6368, -4.3142)
H (0.8170, -0.1843, -3.6804)
H (-3.1422, -3.0078, -2.2392)
H (-1.4843, -2.5811, -2.7488)
H (-1.7972, -3.2205, -1.1419)
H (-4.2020, -1.6615, -0.4062)
H (-2.8253, -2.1017, 0.5305)
H (-3.3057, -0.3845, 0.4714)
H (-3.8560, -1.2121, -3.8556)
H (-3.3029, 0.3664, -4.3635)
H (-2.1354, -0.9724, -4.1034)
H (-4.9555, 0.1536, -1.7174)
H (-3.8539, 1.2789, -0.8786)
H (-4.2945, 1.5440, -2.5661)
O (3.1065, -0.2499, 5.0640)
C (2.3464, -0.9844, 4.6260)
Co (1.3147, -2.2468, 3.9224)
C (2.7162, -2.7789, 3.0164)
O (3.6558, -3.1967, 2.4905)
C (1.3669, -3.1425, 5.4348)
O (1.3358, -3.7069, 6.4284)
C (-0.2797, -1.1618, 3.0735)
C (-0.0307, -0.6188, 1.8626)
C (0.3056, 0.7486, 1.4395)
C (1.8689, 0.2831, 0.8472)
C (2.9447, 0.8001, 1.5651)
C (4.2641, 0.5853, 1.1577)
C (4.4781, -0.2718, 0.0754)
C (3.4171, -0.9361, -0.5391)
C (2.1087, -0.6705, -0.1280)
Co (-0.3133, -2.4710, 1.8683)
C (0.3587, -3.8787, 2.9647)
O (0.3615, -5.0149, 3.1691)
C (-1.8669, -3.4261, 2.0266)
O (-2.7059, -4.2030, 2.1338)
C (0.4953, -3.2670, 0.5091)
O (1.0918, -3.8872, -0.2471)
H (-1.0232, -0.7655, 3.7668)
H (0.7955, 1.1966, 2.3389)
H (2.7721, 1.4609, 2.4110)
H (5.1002, 1.0409, 1.6970)
H (5.4989, -0.4769, -0.2650)
H (3.5942, -1.6880, -1.3075)
H (1.2830, -1.1414, -0.6566)

Forces on the atoms, in the same order (eV/Å):
-0.2381 0.7772 -0.8513
-0.0553 -1.5628 1.0831
-0.0872 1.0952 -1.9206
0.9612 -2.3076 1.8854
-4.4030 2.4771 -3.6386
-0.8589 0.2674 1.7179
0.3388 -0.2202 -0.3711
0.1497 0.2253 -0.2328
0.4148 -0.3758 -0.1877
0.1464 0.2300 -0.2237
0.6907 -0.0096 0.4517
-0.2189 1.0321 0.0088
0.2032 -0.4899 0.4671
-0.4474 -0.2929 -0.9505
-0.0832 -0.6056 -0.3518
0.1546 0.5209 0.1373
0.1583 1.8105 -1.6216
-0.0681 -0.2891 -0.0440
0.1845 -0.3393 -0.3134
-0.3599 -0.0514 0.5727
0.0611 0.2758 -0.4860
-0.1874 -0.0878 -0.2402
-0.2412 0.0527 0.0750
0.4771 -1.4612 0.2540
1.5185 1.0031 1.5719
0.4172 -0.4173 -0.4522
-0.5720 -0.4963 0.4612
0.4268 -0.0384 0.3210
-0.8140 0.1875 0.5223
0.5189 1.2856 0.5293
-0.0022 -0.2529 -0.4653
-0.2267 -0.1512 0.1280
0.0035 0.0661 0.2556
0.0286 0.1167 0.0235
-0.0473 0.1721 -0.1043
-0.1712 0.0017 0.0368
-0.0263 0.2190 -0.1002
-0.0368 0.2531 -0.0447
0.1059 0.3936 -0.1368
-0.0384 -0.2758 -0.2203
-0.2176 -0.2116 0.1347
0.2273 -0.1210 0.0630
-0.1251 0.2139 -0.0456
-0.0072 -0.0459 0.0672
-0.0289 -0.1386 -0.0995
0.1061 -0.0739 0.0417
-0.6011 -0.7274 -0.2465
0.0089 1.5073 0.0212
0.1561 -0.5669 -1.2727
2.4807 -0.8191 -2.1220
-1.5288 0.6276 0.9556
-1.7992 -0.7286 1.7142
0.5818 0.2083 -0.6672
-0.8855 2.2660 1.3773
-0.5128 -1.1080 1.6869
5.7547 -2.8709 1.1986
-1.4377 0.9229 0.3889
0.1205 0.6787 -0.1042
-0.4025 -0.5804 -0.2386
0.6001 -0.1757 0.0544
-0.2754 0.1317 0.5557
-0.0005 0.0391 -0.7412
-0.0597 -2.5567 0.1001
0.4043 0.9658 0.8005
-0.0936 -0.1986 -0.2519
-0.3331 -1.0524 0.3391
0.9478 1.3334 -0.2280
0.6308 -0.8812 -1.8369
-0.5343 0.6925 0.7118
0.4261 0.0715 0.2169
-0.7507 0.0854 -0.2812
-0.0695 -0.0111 -0.0877
-0.3652 -0.1582 -0.2503
-0.3767 0.1330 0.1354
-0.0001 0.2912 0.1022
0.1836 0.1204 0.2628

***

ΔE to the lowest compared entry with this formula, charge and spin? In order: 0.8626; 0.0000; 0.0000 eV.